Molecular formula: C25H30N4O2
Method: DFT, ωB97M-V with the def2-TZVPD basis set

## Properties
DFT total energy ... -1340.1812 a.u.
SMILES ... CCN1CCN(c2cc(C)c3cc(NC(=O)Cc4ccccc4OC)ccc3n2)CC1
ΔE to the lowest compared entry with this formula, charge and spin ... 32.7 kcal/mol

```
! RIJCOSX wB97M-V def2-TZVPD def2/J DEFGRID3
* xyz 0 1
C -2.5117 3.9727 -2.1777
C -3.8236 4.7049 -1.8658
N -4.8977 3.9436 -1.2677
C -5.5907 2.9958 -2.1012
C -4.8705 1.6334 -2.2616
N -4.1600 1.3146 -1.0454
C -2.8939 0.8187 -1.0165
C -2.3332 0.1602 -2.1477
C -1.0613 -0.3316 -2.0982
C -0.4590 -1.0288 -3.2769
C -0.3207 -0.1826 -0.8885
C 0.9979 -0.6358 -0.7315
C 1.6498 -0.4855 0.4713
N 2.9668 -0.9071 0.6866
C 3.8390 -1.4672 -0.1868
O 3.6178 -1.7018 -1.3545
C 5.1776 -1.8011 0.4783
C 5.0125 -3.0150 1.3491
C 5.2216 -4.2814 0.8287
C 5.0624 -5.4140 1.6089
C 4.6900 -5.2814 2.9321
C 4.4689 -4.0255 3.4744
C 4.6198 -2.8915 2.6902
O 4.4060 -1.6096 3.1451
C 4.0657 -1.4223 4.4975
C 0.9866 0.1221 1.5557
C -0.2942 0.5755 1.4251
C -0.9823 0.4431 0.2009
N -2.2318 0.9321 0.1200
C -4.7304 1.9035 0.1420
C -4.6533 3.4376 0.0766
H -2.1508 3.4287 -1.3081
H -2.6321 3.2703 -2.9982
H -1.7543 4.6986 -2.4646
H -3.6084 5.5283 -1.1769
H -4.2172 5.1437 -2.7878
H -5.7459 3.4401 -3.0862
H -6.5759 2.8321 -1.6511
H -5.6129 0.8537 -2.4890
H -4.1696 1.6876 -3.0952
H -2.9252 0.0206 -3.0392
H -1.1663 -1.0700 -4.1021
H 0.4367 -0.5061 -3.6091
H -0.1718 -2.0447 -3.0105
H 1.5123 -1.1023 -1.5535
H 3.2999 -0.7979 1.6372
H 5.5151 -0.9514 1.0729
H 5.8985 -2.0063 -0.3128
H 5.5127 -4.3746 -0.2068
H 5.2312 -6.3918 1.1848
H 4.5659 -6.1544 3.5550
H 4.1748 -3.9465 4.5091
H 3.9852 -0.3445 4.6353
H 3.1057 -1.8906 4.7382
H 4.8399 -1.8120 5.1647
H 1.5099 0.2284 2.4968
H -0.8085 1.0478 2.2477
H -5.7733 1.5770 0.2160
H -4.1725 1.5337 1.0009
H -3.6676 3.7621 0.4131
H -5.4033 3.8650 0.7569
*
```

Löwdin atomic charge list, values in e, 4 entries: C -0.072; C -0.241; N -0.187; C -0.165

***

Molecular formula: C25H30N4O4
Method: DFT, ωB97M-V with the def2-TZVPD basis set

## Properties
DFT total energy ... -1490.6484 a.u.
SMILES ... COC(=O)c1c(NC(=O)CN2CCN(c3ccccc3OC)CC2)c2cc(C)ccc2n1C
ΔE to the lowest compared entry with this formula, charge and spin ... 39.3 kcal/mol

```
! RIJCOSX wB97M-V def2-TZVPD def2/J DEFGRID3
* xyz 0 1
C 2.2330 5.1395 1.5105
O 2.7673 3.8407 1.7024
C 1.8965 2.8232 1.5200
O 0.7337 3.0306 1.2133
C 2.4503 1.5055 1.7111
C 1.7318 0.3151 1.5416
N 0.3965 0.3192 1.1986
C -0.4322 -0.6663 0.7725
O -0.1559 -1.8403 0.6453
C -1.8340 -0.1353 0.4778
N -1.8003 1.2572 0.0784
C -3.0775 1.9308 0.1554
C -4.1172 1.3520 -0.8360
N -3.4354 0.8005 -1.9865
C -3.7629 -0.4592 -2.4530
C -5.1082 -0.8333 -2.4725
C -5.5142 -2.0856 -2.8937
C -4.5759 -3.0008 -3.3242
C -3.2331 -2.6552 -3.3238
C -2.8105 -1.4089 -2.8925
O -1.4835 -1.0451 -2.8472
C -0.5072 -2.0477 -2.9770
C -2.2514 1.5338 -2.3514
C -1.1918 1.4820 -1.2288
C 2.6306 -0.7522 1.8176
C 2.5125 -2.1467 1.8341
C 3.6035 -2.9164 2.1649
C 3.5114 -4.4128 2.1927
C 4.8254 -2.2990 2.4843
C 4.9773 -0.9343 2.4793
C 3.8735 -0.1479 2.1467
N 3.7525 1.2053 2.0789
C 4.7954 2.1507 2.3616
H 3.0438 5.8334 1.7179
H 1.3953 5.3119 2.1897
H 1.8794 5.2584 0.4840
H -0.0047 1.2624 1.1405
H -2.4074 -0.2140 1.4081
H -2.2922 -0.8138 -0.2541
H -2.8902 2.9857 -0.0604
H -3.4587 1.8586 1.1765
H -4.6863 0.5570 -0.3492
H -4.8194 2.1449 -1.1369
H -5.8494 -0.1154 -2.1562
H -6.5642 -2.3373 -2.8900
H -4.8738 -3.9829 -3.6577
H -2.5089 -3.3852 -3.6489
H 0.4449 -1.5569 -2.7772
H -0.6545 -2.8467 -2.2443
H -0.4863 -2.4693 -3.9877
H -1.8480 1.1404 -3.2808
H -2.5570 2.5751 -2.5238
H -0.6457 2.4305 -1.1847
H -0.4807 0.6806 -1.4232
H 1.5714 -2.6019 1.5739
H 4.2466 -4.8530 1.5201
H 3.7120 -4.7880 3.1960
H 2.5211 -4.7410 1.8900
H 5.6695 -2.9237 2.7397
H 5.9314 -0.4941 2.7276
H 5.6903 1.6106 2.6604
H 4.4998 2.8212 3.1700
H 5.0217 2.7534 1.4803
*
```

Löwdin atomic charge list, values in e, 4 entries: C -0.046; O -0.060; C -0.407; O 0.084

***

Molecular formula: C25H30N9O12P2SSn
Method: DFT, ωB97M-V with the def2-TZVPD basis set

## Properties
DFT total energy ... -3661.5717 a.u.
ΔE to the lowest compared entry with this formula, charge and spin ... 0.0 kcal/mol

```
! RIJCOSX wB97M-V def2-TZVPD def2/J DEFGRID3
* xyz 1 1
Sn 0.0760 -1.2961 -0.4654
C -3.5173 -4.9202 -1.7169
C -2.8965 -3.5730 -1.3623
O -3.8879 -2.5415 -1.2330
P -2.1847 -3.5699 0.2994
O -3.3354 -3.7746 1.3382
O -1.3007 -4.8455 0.3857
O -1.4388 -2.2783 0.5900
P -1.7032 -3.0218 -2.6621
O -0.5077 -4.0727 -2.5992
O -2.4172 -2.9056 -3.9312
O -1.0445 -1.7262 -2.1019
H -4.3203 -5.1590 -1.0202
H -2.7779 -5.7203 -1.6820
H -3.9249 -4.8659 -2.7268
H -4.3118 -2.4285 -2.0975
H -4.0783 -3.1557 1.2786
H -0.6099 -4.9040 1.0617
H -0.5898 -4.8333 -3.1905
N 1.3521 -0.2603 -2.0105
C 2.6318 -0.9807 -2.2975
C 2.3512 -2.4184 -2.7141
C 2.0359 -3.3477 -1.5587
O 2.3518 -4.4939 -1.5185
O 1.3857 -2.7643 -0.5176
H 0.7472 -0.3049 -2.8321
H 1.5321 0.7228 -1.8325
H 3.2379 -0.9442 -1.3924
H 3.1697 -0.4568 -3.0862
H 3.1947 -2.8325 -3.2614
H 1.4923 -2.4477 -3.3935
O 6.2476 -1.3733 7.9394
S 6.1406 -1.0176 6.5472
O 5.9558 -2.1213 5.6266
O 7.0272 0.0302 6.0797
C 4.5473 -0.1362 6.4409
N 4.2136 0.7648 7.3769
C 3.0877 1.4293 7.2018
C 2.2525 1.2378 6.0993
C 2.6854 0.2831 5.1993
N 3.8115 -0.3955 5.3700
C 1.9850 -0.0871 3.9500
C 2.5450 -1.0913 3.1539
C 1.9553 -1.4325 1.9654
N 0.8305 -0.8228 1.5145
C 0.2597 0.1118 2.3034
C 0.7944 0.4945 3.5062
H 2.8281 2.1535 7.9670
H 1.3403 1.8068 5.9863
H 3.4502 -1.5805 3.4961
H 2.3730 -2.2007 1.3344
H -0.6835 0.5178 1.9688
H 0.2789 1.2406 4.0943
C 0.6191 2.3953 -0.0332
C -0.7367 1.8455 -0.3206
N -1.0712 0.5593 -0.4472
C -2.4417 0.5019 -0.6565
C -2.9233 1.7622 -0.6549
N -1.8425 2.5933 -0.4428
C -1.9426 4.0585 -0.4292
N -2.4861 4.5315 -1.6545
N -3.7207 5.1251 -1.6441
N -4.0395 5.4451 -2.8266
C -3.0206 5.0669 -3.6840
C -2.9088 5.2016 -5.0688
C -1.7613 4.7187 -5.6541
C -0.7439 4.1165 -4.8879
C -0.8427 3.9779 -3.5201
C -2.0095 4.4720 -2.9337
H 1.3234 1.5946 0.1831
H 0.6014 3.0336 0.8507
H 0.9970 2.9954 -0.8639
H -2.9528 -0.4325 -0.8114
H -3.9162 2.1530 -0.7986
H -0.9582 4.4757 -0.2230
H -2.6361 4.3581 0.3545
H -3.6956 5.6691 -5.6441
H -1.6274 4.8039 -6.7233
H 0.1440 3.7603 -5.3935
H -0.0452 3.5266 -2.9434
*
```

Löwdin atomic charge list, values in e, 4 entries: Sn 1.239; C -0.038; C -0.579; O -0.069

***

Molecular formula: C25H31BCl2CsFN2Na3O12
Method: DFT, ωB97M-V with the def2-TZVPD basis set

## Properties
DFT total energy ... -3535.0499 a.u.

```
! RIJCOSX wB97M-V def2-TZVPD def2/J DEFGRID3
* xyz 1 1
C 2.8562 -0.5776 5.5929
C 2.4996 -0.1663 4.3817
C 1.8247 -0.1182 2.9187
C 2.3637 -1.2768 1.9055
O 1.5244 -2.4517 1.8547
C 1.6713 -3.3179 3.0085
C 0.4053 -4.3638 3.0253
O -0.8091 -3.7691 2.5091
C -1.2342 -2.6457 3.3178
N -1.1665 -2.8804 4.8041
B -2.7522 -2.1915 2.8154
O -3.0080 -0.7393 2.8145
O -3.7391 -3.1462 2.3710
H 3.2782 -0.8771 6.6246
H 2.1618 0.8899 2.4411
H 0.6661 -0.0626 2.9463
H 3.4975 -1.5124 2.0555
H 2.3070 -0.8000 0.8427
H 1.6486 -2.7904 4.0305
H 2.6583 -3.9382 2.9799
H 0.3062 -4.8352 4.0755
H 0.7391 -5.2371 2.3291
H -0.5637 -1.7194 3.0943
H -2.1002 -3.1936 5.1693
H -1.0463 -1.9284 5.2220
H -2.2291 -0.2825 3.2589
H -3.8777 -2.9449 1.3912
F -4.0590 -3.2050 -0.4074
Na 3.1853 2.0280 6.2925
C -1.7219 -1.3279 -2.1696
C -0.6449 -1.1751 -1.2962
C 0.5048 -0.5080 -1.7148
C 0.5846 -0.0011 -3.0135
C -0.4855 -0.1743 -3.8952
C -1.6423 -0.8280 -3.4686
C -0.3958 0.3134 -5.2869
O -1.3270 0.1679 -6.0573
C 0.8497 0.9760 -5.7368
C 0.9703 1.3901 -7.0662
C 2.1307 2.0249 -7.4958
C 3.1708 2.2571 -6.5981
C 3.0559 1.8406 -5.2736
C 1.8975 1.1902 -4.8443
C 1.7994 0.7191 -3.4433
O 2.7170 0.9207 -2.6572
H -2.6221 -1.8424 -1.8400
H -0.7018 -1.5760 -0.2882
H 1.3388 -0.3901 -1.0290
H -2.4804 -0.9543 -4.1462
H 0.1616 1.2148 -7.7702
H 2.2243 2.3411 -8.5306
H 4.0739 2.7590 -6.9311
H 3.8736 2.0203 -4.5778
Na -1.4527 -4.0875 6.5209
C -3.0690 -4.0951 -5.0012
O -3.5389 -4.6595 -6.0240
O -2.7757 -2.7948 -5.2499
O -2.8425 -4.5274 -3.8568
H -3.0784 -2.8715 -6.1771
Cs 5.7906 3.3763 -6.1342
C -4.0731 2.2446 3.3703
O -2.9898 2.8415 3.8667
H -5.0564 2.5657 3.7659
H -4.2511 2.3340 2.2825
H -4.1471 1.1510 3.4995
Na -3.2756 0.3437 4.8646
C -7.7907 1.1504 5.4101
Cl -8.9267 1.5973 6.6867
Cl -6.1235 1.1766 6.0025
H -8.0269 0.1455 5.0610
H -7.8846 1.8588 4.5872
C 6.7480 7.1364 -1.1428
N 7.3775 6.8124 -2.4501
O 7.3794 7.6865 -3.3040
O 7.8493 5.6886 -2.5740
H 6.3753 8.1594 -1.1761
H 5.9301 6.4327 -0.9883
H 7.5132 7.0295 -0.3740
*
```

Löwdin atomic charge list, values in e, 4 entries: C 0.027; C -0.090; C -0.127; C -0.176